Record 1
Computed, not measured: 12 unconnected molecules or ions with the total composition C26H76N6O12, with the ωB97M-V functional and the def2-TZVPD basis.

ΔE to the lowest compared entry with this formula, charge and spin, kcal/mol: 272.01
Charge: 0
SMILES string: NC(N)=O.NC(N)=O.NC(N)=O.CC(C)O.CC(C)O.CC(C)O.CC(C)O.CC(C)O.CC(C)O.CC(C)O.CO.CO
Calculated total energy, Ha: -2267.24671
Kohn-Sham gap, eV: 8.092

Element x y z (Å)
N: 30.344 10.677 7.541
C: 30.660 9.988 6.515
N: 29.807 9.168 6.134
O: 31.907 10.164 5.817
H: 31.213 10.983 8.003
H: 29.420 10.788 8.086
H: 30.037 8.384 5.483
H: 29.118 8.847 6.808
N: 33.770 8.376 4.962
C: 33.714 8.189 3.677
N: 32.750 8.979 3.201
O: 34.430 7.199 2.973
H: 34.412 7.780 5.409
H: 33.182 9.122 5.411
H: 32.463 9.068 2.200
H: 32.330 9.801 3.682
N: 31.131 10.329 -1.386
C: 31.468 10.515 -0.105
N: 31.138 11.679 0.348
O: 32.081 9.468 0.639
H: 31.449 9.383 -1.711
H: 31.096 11.122 -2.011
H: 31.440 11.848 1.390
H: 30.870 12.516 -0.257
C: 29.424 9.191 2.123
C: 29.315 8.087 1.116
C: 28.105 7.224 1.495
O: 29.263 8.577 -0.072
H: 30.190 9.914 2.069
H: 29.539 8.942 3.167
H: 28.606 9.883 2.100
H: 30.275 7.552 1.032
H: 27.124 7.558 1.110
H: 27.939 7.058 2.582
H: 28.156 6.227 1.112
H: 29.989 9.169 -0.271
C: 31.742 6.456 6.610
C: 31.190 6.211 5.242
C: 29.902 5.376 5.387
O: 30.954 7.211 4.498
H: 30.959 6.804 7.246
H: 32.575 7.164 6.649
H: 32.094 5.497 7.109
H: 31.954 5.659 4.703
H: 29.360 5.313 4.470
H: 29.160 5.797 6.061
H: 30.113 4.387 5.875
H: 31.707 7.815 4.397
C: 35.552 5.629 0.056
C: 35.194 7.054 -0.294
C: 35.485 7.438 -1.726
O: 34.038 7.415 -0.101
H: 35.435 5.444 1.160
H: 36.602 5.331 -0.396
H: 34.749 4.875 -0.225
H: 35.756 7.778 0.303
H: 34.847 6.853 -2.397
H: 36.448 7.299 -2.021
H: 35.156 8.491 -1.876
H: 33.884 7.150 0.814
C: 34.366 10.532 7.845
C: 33.570 11.648 8.224
C: 33.397 12.528 6.992
O: 32.516 11.422 8.930
H: 33.820 9.627 7.630
H: 34.798 10.051 8.649
H: 35.090 10.722 7.082
H: 34.227 12.183 8.899
H: 32.405 12.937 7.029
H: 33.542 12.022 6.028
H: 33.939 13.443 6.981
H: 32.117 12.281 9.185
C: 33.645 12.168 3.320
C: 32.230 12.552 3.504
C: 32.040 13.819 2.788
O: 31.445 11.681 3.047
H: 34.504 12.832 3.776
H: 33.989 12.099 2.330
H: 33.705 11.241 3.961
H: 32.006 12.760 4.572
H: 30.941 14.074 2.580
H: 32.480 13.866 1.761
H: 32.560 14.645 3.234
H: 30.708 11.674 3.696
C: 34.439 3.891 3.940
C: 34.597 2.941 2.798
C: 36.153 2.789 2.452
O: 34.177 1.807 3.116
H: 33.399 4.121 4.266
H: 34.987 4.795 3.627
H: 34.862 3.582 4.814
H: 34.060 3.256 1.985
H: 36.605 2.456 3.369
H: 36.561 3.656 1.978
H: 36.246 2.073 1.621
H: 33.364 1.931 3.596
C: 31.005 3.508 2.476
C: 30.833 4.813 1.648
C: 32.208 5.397 1.620
O: 30.363 4.698 0.491
H: 30.074 3.062 2.731
H: 31.425 3.711 3.456
H: 31.727 2.831 1.929
H: 30.152 5.500 2.190
H: 32.096 6.363 1.185
H: 32.783 4.862 0.966
H: 32.711 5.516 2.544
H: 29.406 4.505 0.487
C: 35.631 9.910 1.289
O: 36.564 9.311 2.189
H: 35.604 10.899 1.693
H: 34.639 9.528 1.334
H: 35.910 9.909 0.300
H: 36.135 8.556 2.612
C: 35.163 5.495 6.592
O: 35.211 6.902 7.085
H: 35.311 4.936 7.458
H: 35.934 5.246 5.896
H: 34.173 5.346 6.262
H: 34.658 6.965 7.905

---

Record 2
Computed, not measured: 9 unconnected molecules or ions with the total composition C26H78N6O9P2S7, with the ωB97M-V functional and the def2-TZVPD basis.

ΔE to the lowest compared entry with this formula, charge and spin, kcal/mol: 94.57
Charge: 0
Calculated total energy, Ha: -5512.85151
Kohn-Sham gap, eV: 7.671

Element x y z (Å)
O: -7.194 19.282 -14.386
P: -7.382 18.723 -15.781
N: -6.359 19.340 -16.932
C: -6.493 19.075 -18.326
C: -5.008 19.770 -16.561
N: -8.988 18.865 -16.468
C: -9.392 20.284 -16.700
C: -10.070 17.988 -15.912
N: -7.024 17.061 -15.984
C: -7.524 16.192 -17.107
C: -5.844 16.588 -15.428
H: -6.614 19.992 -18.903
H: -7.360 18.434 -18.484
H: -5.604 18.530 -18.642
H: -4.332 18.920 -16.648
H: -4.972 20.119 -15.529
H: -4.642 20.618 -17.141
H: -8.590 20.833 -17.194
H: -10.160 20.292 -17.473
H: -9.853 20.655 -15.785
H: -9.714 16.967 -15.767
H: -10.364 18.320 -14.917
H: -10.960 17.826 -16.520
H: -8.263 16.699 -17.728
H: -6.754 15.920 -17.829
H: -8.038 15.352 -16.640
H: -5.093 16.892 -16.157
H: -5.919 15.504 -15.339
H: -5.729 17.073 -14.458
O: -14.897 15.412 -15.359
P: -15.915 16.476 -15.272
N: -17.242 16.427 -16.391
C: -17.145 16.878 -17.768
C: -18.202 15.323 -16.186
N: -15.232 18.063 -15.383
C: -13.860 18.279 -15.463
C: -16.107 19.178 -15.130
N: -16.790 16.594 -13.738
C: -18.042 17.312 -13.464
C: -16.026 16.086 -12.528
H: -18.109 17.194 -18.165
H: -16.752 16.121 -18.446
H: -16.474 17.738 -17.757
H: -18.048 14.612 -15.374
H: -18.069 14.733 -17.092
H: -19.231 15.680 -16.144
H: -13.399 17.830 -14.583
H: -13.401 17.814 -16.335
H: -13.548 19.300 -15.682
H: -16.294 19.243 -14.058
H: -15.700 20.075 -15.597
H: -16.991 18.963 -15.729
H: -17.923 17.943 -12.583
H: -18.290 17.961 -14.303
H: -18.858 16.591 -13.413
H: -16.324 15.053 -12.346
H: -16.300 16.584 -11.599
H: -14.936 16.084 -12.565
C: -13.618 16.753 -23.671
S: -12.602 16.172 -25.148
O: -12.061 14.740 -24.935
C: -13.973 15.969 -26.399
H: -12.984 16.711 -22.786
H: -14.506 16.186 -23.391
H: -13.836 17.782 -23.956
H: -13.605 15.431 -27.272
H: -14.417 16.873 -26.815
H: -14.831 15.426 -26.002
C: -17.672 16.045 -21.684
S: -16.362 14.831 -21.364
O: -15.392 15.708 -20.553
C: -17.243 13.779 -20.156
H: -18.602 15.546 -21.955
H: -17.246 16.713 -22.432
H: -17.833 16.737 -20.858
H: -17.948 14.336 -19.540
H: -16.522 13.359 -19.455
H: -17.820 12.955 -20.577
C: -14.787 20.634 -18.283
S: -13.258 19.960 -19.127
O: -12.563 19.111 -18.071
C: -13.987 18.693 -20.247
H: -14.398 21.194 -17.433
H: -15.413 19.833 -17.890
H: -15.478 21.259 -18.848
H: -14.986 18.307 -20.047
H: -13.326 17.831 -20.339
H: -14.053 19.099 -21.256
C: -19.301 21.957 -20.747
S: -19.880 20.438 -19.870
O: -19.577 19.220 -20.764
C: -18.740 20.427 -18.373
H: -19.681 22.068 -21.762
H: -18.238 21.777 -20.908
H: -19.371 22.872 -20.158
H: -17.698 20.747 -18.381
H: -18.931 19.537 -17.774
H: -19.172 21.153 -17.684
C: -10.445 18.144 -20.001
S: -8.947 17.883 -21.042
O: -9.088 16.478 -21.693
C: -9.591 18.956 -22.404
H: -11.198 17.478 -20.423
H: -10.783 19.179 -20.053
H: -10.323 17.862 -18.956
H: -10.326 19.724 -22.161
H: -9.976 18.316 -23.198
H: -8.765 19.426 -22.937
C: -15.781 23.689 -12.448
S: -17.072 22.798 -13.430
O: -17.191 21.377 -12.813
C: -15.991 22.649 -14.822
H: -14.770 23.307 -12.590
H: -16.203 23.512 -11.459
H: -16.013 24.714 -12.737
H: -16.533 22.157 -15.630
H: -15.127 22.056 -14.522
H: -15.638 23.623 -15.159
C: -10.871 25.112 -15.786
S: -11.597 23.606 -15.160
O: -13.049 23.893 -14.797
C: -11.751 22.684 -16.719
H: -11.431 25.503 -16.635
H: -9.860 24.867 -16.110
H: -10.862 25.787 -14.929
H: -12.258 23.237 -17.509
H: -12.392 21.805 -16.640
H: -10.768 22.394 -17.087